# 1
The following is a DFT calculation (wB97M-V/def2-TZVPD) of the molecule C4H7F2NS.

The geometry in XYZ format:
```
15
Properties=species:S:1:pos:R:3:forces:R:3
F -0.0308 1.8434 -0.4615 -0.547 0.540 0.246
C 0.1270 -0.3405 1.3271 1.345 -0.950 0.639
C 0.3898 0.6448 -0.8648 1.275 0.902 -3.294
F 1.3420 1.6207 -2.8341 0.273 0.263 0.842
S -1.7712 -1.0975 -0.5349 -0.353 0.263 -0.672
C -0.0638 -0.5404 -0.1697 0.974 -1.588 1.063
H 0.1075 -1.3760 1.7700 -0.152 1.107 0.047
H 1.1637 0.0432 1.4105 -0.311 -0.387 0.310
H 0.7056 -1.3014 -0.4551 -0.931 0.220 -0.004
H 1.5364 -0.3273 -2.3900 0.004 0.187 0.363
H -1.7851 -2.3615 -0.0546 0.531 0.374 0.078
H -1.6723 0.4575 1.5871 0.292 -0.050 0.686
N -0.7342 0.6004 1.9985 -1.075 0.148 -0.787
C 1.1870 0.6114 -1.9605 -1.423 -0.926 0.066
H -0.5018 1.5231 1.6317 0.096 -0.102 0.416
```
Positions in Å, forces in eV/Å.

The energy above the lowest of the compared OMol25 structures with the same formula, charge and spin is 43.5 kcal/mol. As for the charge: 0. As for the SMILES: NC[C@@H](S)/C(F)=C/F. The LUMO energy is 0.4 eV. As for the HOMO energy: -9.43 eV. Its gap between HOMO and LUMO is 9.9 eV. As for the multiplicity: 1.

***

# 2
The following is a DFT calculation (wB97M-V/def2-TZVPD) of a cluster of 2 separate species, CH4NS in total.

The geometry in XYZ format:
```
7
Properties=species:S:1:pos:R:3:forces:R:3
C 1.3656 -0.2321 0.1607 0.704 2.538 0.532
H -1.8096 0.9801 0.8129 0.101 -0.638 -0.445
S -1.6670 -0.1640 0.0581 -0.780 0.552 0.329
H 2.0344 1.3717 -0.5798 0.728 -0.545 0.879
N 2.3662 0.3910 -0.4424 -3.099 -1.233 0.196
H 1.1838 -1.2959 0.2041 0.966 -0.629 -0.187
H 0.5059 0.2233 0.7660 1.379 -0.045 -1.302
```
Positions in Å, forces in eV/Å.

The energy above the lowest of the compared OMol25 structures with the same formula, charge and spin is 17.0 kcal/mol. As for the charge: -1. The LUMO energy is 4.7 eV. As for the HOMO energy: -2.66 eV. Its gap between HOMO and LUMO is 7.3 eV. As for the multiplicity: 1.

***

# 3
The following is a DFT calculation (wB97M-V/def2-TZVPD) of a structure of composition C32H28ClN3O5RuS4Sb.

The geometry in XYZ format:
```
75
Properties=species:S:1:pos:R:3:forces:R:3
C 2.7942 -3.3039 -0.7292 -0.030 0.000 -0.039
H 3.9744 -4.9613 4.5602 -0.004 -0.001 0.008
H -2.8232 -2.7064 -0.2320 0.005 0.012 0.004
H -1.2546 2.6421 2.0157 -0.001 -0.004 -0.006
C -1.6573 2.1627 1.1331 -0.026 -0.056 0.024
C -0.1916 -2.7060 2.6056 0.004 -0.033 -0.002
H -5.8374 3.5669 -1.8710 -0.007 -0.009 0.002
H 0.5331 -2.6878 3.4096 0.009 0.002 -0.002
Sb 2.1820 -2.0070 0.8022 -0.078 -0.100 -0.040
C 4.5211 -1.5845 2.7475 -0.024 0.081 -0.068
N -0.7803 1.5691 0.3089 0.043 -0.027 0.134
O 1.0152 2.0552 3.4694 0.098 -0.029 0.274
H 5.8258 -3.4717 5.2348 0.008 -0.003 -0.001
C -3.4670 1.4856 -0.2730 -0.025 0.045 -0.031
C 3.9236 -4.0953 -0.5429 -0.047 0.002 -0.023
C -2.4683 -2.9652 1.8697 0.002 0.002 -0.008
H -5.5884 1.5202 -3.5440 0.079 -0.019 -0.042
C -4.8440 3.8102 -2.2292 0.009 0.015 0.056
O 2.6429 0.6576 4.5238 0.028 0.004 0.016
S 1.8076 3.7332 1.1192 -0.010 0.234 -0.105
H 4.6776 -0.6376 2.2430 -0.016 -0.038 0.025
C -4.0612 0.3421 -3.0771 -0.186 0.011 0.323
C 2.0863 -3.3570 -1.9286 0.051 0.005 -0.010
S 1.5211 5.6338 -1.2340 0.010 0.168 -0.074
C 4.1233 -4.0165 4.0555 -0.014 0.006 -0.007
H -1.8258 -3.1733 3.9055 -0.002 0.000 0.009
C -4.3124 5.0690 -2.0079 -0.022 0.004 -0.010
C -3.0084 2.1411 0.8545 0.022 -0.003 0.034
C 3.2698 -3.6423 3.0280 0.086 0.025 0.017
S 2.2353 0.0179 -0.4025 0.084 -0.015 0.122
H 1.9571 -4.2571 -3.8674 -0.005 0.002 -0.001
H 1.2220 -2.7262 -2.0931 0.009 0.001 -0.014
H 6.1812 -1.3234 4.0706 0.008 -0.001 0.002
H -3.6980 2.6222 1.5325 0.004 0.007 0.004
C -1.2060 0.9580 -0.7996 0.012 0.044 -0.016
O 2.9346 1.3894 2.2707 -0.050 -0.039 0.090
N -2.8928 0.2305 -2.3077 0.054 -0.007 -0.139
O 1.2431 -0.1469 2.7660 -0.164 -0.032 -0.151
H -1.5017 6.8902 -2.6851 0.025 0.003 -0.004
H 3.9480 -5.6786 -3.5326 0.001 -0.001 -0.004
H 5.2111 -5.5675 -1.4157 0.003 0.000 0.004
O -4.4938 -0.6322 -3.6456 0.012 -0.081 -0.186
Cl 1.9769 0.9877 3.3358 0.064 0.085 0.223
C -0.7549 -2.4347 0.2727 -0.013 -0.052 0.018
C -1.5246 -2.9691 2.8870 0.018 0.003 0.009
C -4.1059 2.8499 -2.9106 0.035 0.017 0.049
C 1.5553 4.1858 -0.5607 -0.047 -0.292 0.134
H -2.3866 -0.6126 -2.5315 -0.024 0.019 0.000
H -2.2974 6.9242 -1.1127 0.001 -0.001 0.002
C -2.5492 0.8897 -1.1343 0.014 0.081 -0.039
H -3.5052 -3.1735 2.0964 -0.010 -0.005 -0.001
C 2.5033 -4.2137 -2.9349 -0.020 0.013 0.018
C -2.0868 -2.6987 0.5620 0.038 0.021 -0.028
C 5.1655 -3.1793 4.4295 0.003 -0.001 0.003
H -1.3187 4.6668 -3.5040 -0.008 -0.003 0.013
C -2.8445 3.1746 -3.3894 0.024 -0.098 0.052
H 4.4839 -4.0520 0.3819 0.023 0.002 0.034
H -2.2785 2.4521 -3.9639 -0.005 -0.026 0.017
S 1.3790 2.5994 -1.2397 -0.053 0.253 -0.226
C 3.6240 -5.0110 -2.7456 0.009 -0.008 -0.019
C 0.1908 -2.4475 1.2947 -0.024 0.030 -0.031
H -0.4593 -2.2286 -0.7499 -0.021 -0.007 0.007
C 3.4740 -2.4219 2.3854 -0.050 -0.027 0.051
C 5.3672 -1.9718 3.7769 -0.020 0.027 -0.004
C 4.3341 -4.9504 -1.5568 0.007 0.005 0.036
C -3.0294 5.3971 -2.4397 0.010 -0.026 -0.039
H -4.5252 1.4351 -0.4858 -0.002 0.007 -0.030
Ru 1.1634 1.6270 0.8699 0.137 -0.197 -0.375
C -2.3092 4.4291 -3.1334 0.005 0.034 0.005
H -0.4490 0.5279 -1.4396 -0.009 -0.012 -0.017
H 2.4674 -4.3084 2.7319 -0.029 0.003 -0.001
N -4.6814 1.5613 -3.1008 -0.018 -0.023 -0.048
H -3.1336 7.5428 -2.5308 -0.004 -0.003 0.000
H -4.9069 5.8102 -1.4875 0.001 0.010 0.009
C -2.4572 6.7626 -2.1803 0.015 0.000 0.016
```
Positions in Å, forces in eV/Å.

The energy above the lowest of the compared OMol25 structures with the same formula, charge and spin is 1.6 kcal/mol. As for the charge: +1. The LUMO energy (spin up / spin down) is -5.0 / -5.0 eV. As for the HOMO energy (spin up / spin down): -11.00 / -11.00 eV. Its gap between HOMO and LUMO (spin up / spin down) is 6.0 / 6.0 eV. As for the multiplicity: 1.

***

| no. | largest force on an atom (eV Å⁻¹) |
| --- | --- |
| 1 | 3.65 |
| 2 | 3.34 |
| 3 | 0.45 |